DFT (ωB97M-V/def2-TZVPD) results for a 16-piece molecular cluster, C32H104N8O16 overall at a distorted geometry.

```
160
Properties=species:S:1:pos:R:3:forces:R:3
C 6.009 -1.921 -4.679 -0.73 -0.10 -1.45
C 6.862 -1.324 -3.592 -0.75 0.27 1.12
C 7.830 -0.247 -4.060 -0.20 -0.29 -1.52
O 8.518 0.270 -2.970 0.33 0.10 0.37
C 9.381 1.352 -3.255 0.63 -0.14 1.23
N 5.942 -0.747 -2.575 0.23 -0.61 -0.32
H 6.471 -2.466 -5.508 0.77 0.07 0.40
H 5.461 -1.140 -5.220 -0.06 0.17 0.31
H 5.250 -2.624 -4.329 0.10 0.19 0.53
H 7.347 -2.119 -3.021 0.64 0.03 -0.44
H 7.293 0.556 -4.597 -0.31 -0.12 0.30
H 8.511 -0.635 -4.840 0.16 -0.19 0.35
H 10.271 1.198 -2.636 0.17 -0.18 -0.27
H 8.998 2.289 -2.844 -0.47 0.13 -0.59
H 9.699 1.420 -4.294 -0.26 0.04 -0.12
H 6.502 -0.190 -1.943 -0.26 0.35 -0.11
H 5.166 -0.258 -3.018 0.27 0.19 0.28
C -1.215 -3.316 5.147 -0.52 -0.37 0.46
C -1.323 -2.999 3.673 0.87 -0.52 -0.90
C -2.651 -2.481 3.219 -1.60 0.90 -0.15
O -3.729 -3.357 3.508 0.51 -0.30 0.26
C -4.969 -2.969 2.973 -0.36 0.38 -0.01
N -0.254 -2.061 3.276 -0.21 -0.37 0.86
H -2.050 -3.973 5.403 0.07 0.02 0.13
H -1.259 -2.460 5.827 -0.11 0.27 -0.28
H -0.294 -3.849 5.384 0.07 0.02 -0.21
H -1.166 -3.963 3.170 0.04 0.10 -0.14
H -2.726 -2.244 2.148 0.73 -0.19 -0.10
H -2.849 -1.504 3.693 0.08 0.04 0.25
H -5.267 -3.580 2.117 0.07 -0.28 0.16
H -5.010 -1.939 2.599 0.37 0.09 0.20
H -5.698 -3.039 3.781 -0.20 -0.16 -0.17
H -0.202 -1.445 4.082 0.36 0.43 -0.36
H -0.480 -1.516 2.448 -0.21 -0.07 0.30
C -6.732 -2.174 -6.392 -0.87 0.15 -0.27
C -5.272 -2.496 -6.639 0.21 1.86 -1.15
C -4.506 -2.897 -5.388 -1.66 -2.39 0.10
O -4.687 -2.053 -4.283 1.29 0.43 -0.31
C -3.426 -1.425 -3.972 -1.00 -0.39 -0.20
N -5.184 -3.446 -7.759 -0.14 0.46 0.90
H -7.219 -1.709 -7.255 0.46 -0.35 -0.44
H -6.935 -1.399 -5.652 0.40 -0.54 0.61
H -7.303 -3.093 -6.218 -0.03 0.11 0.45
H -4.876 -1.551 -7.040 0.37 -0.07 0.19
H -3.488 -3.268 -5.549 0.31 0.95 -0.29
H -4.959 -3.878 -5.132 -0.26 0.18 0.25
H -3.558 -0.997 -2.983 0.32 0.13 -0.01
H -3.170 -0.678 -4.727 -0.02 0.21 0.13
H -2.667 -2.205 -4.015 0.29 0.18 0.50
H -4.209 -3.691 -7.885 -0.16 -0.50 -0.12
H -5.764 -4.239 -7.502 0.45 -0.37 -0.29
C 2.123 -5.541 -2.606 0.70 0.86 1.05
C 1.657 -5.225 -4.005 -2.57 -0.47 0.16
C 1.225 -3.752 -4.108 1.77 0.25 0.41
O 0.790 -3.318 -5.377 -0.06 -0.07 -0.11
C -0.515 -3.742 -5.711 0.11 0.82 -0.04
N 2.559 -5.662 -5.043 0.75 0.44 -0.24
H 2.700 -4.731 -2.136 0.28 0.04 -0.43
H 2.752 -6.427 -2.571 -0.25 -0.17 -0.06
H 1.289 -5.608 -1.903 -0.14 -0.42 -0.24
H 0.728 -5.812 -4.082 0.19 -0.21 -0.49
H 2.194 -3.274 -3.898 -0.21 0.60 -0.35
H 0.581 -3.356 -3.316 -0.31 -0.56 0.07
H -0.834 -3.111 -6.543 0.15 -0.32 -0.32
H -1.230 -3.478 -4.926 0.11 -0.49 0.32
H -0.541 -4.800 -5.973 -0.24 -0.05 0.05
H 3.291 -4.957 -5.138 0.13 -0.24 0.09
H 2.127 -5.670 -5.960 -0.30 0.00 0.15
C -4.310 1.618 4.461 0.58 0.28 0.75
C -3.021 1.956 5.234 -0.47 -0.40 0.78
C -2.867 3.414 5.701 -0.67 -0.21 -0.45
O -4.061 3.976 6.173 -1.32 -0.77 0.10
C -3.955 5.312 6.544 0.75 0.41 0.20
N -2.981 1.006 6.369 0.71 0.10 0.08
H -4.227 0.569 4.186 0.01 0.09 -0.67
H -4.438 2.309 3.634 -0.14 -0.25 -0.40
H -5.185 1.651 5.109 0.13 0.39 0.13
H -2.146 1.793 4.595 -0.08 -0.01 -0.30
H -2.573 3.952 4.788 0.41 0.32 0.19
H -2.124 3.503 6.501 0.36 -0.04 -0.25
H -3.762 5.927 5.652 0.36 0.13 0.26
H -3.169 5.388 7.313 0.18 0.42 -0.36
H -4.839 5.737 7.021 -0.37 -0.68 -0.20
H -2.860 0.069 5.988 -0.36 -0.03 -0.08
H -2.100 1.125 6.869 -0.18 0.23 0.11
C -0.316 0.141 -1.833 0.17 0.16 0.23
C 0.849 -0.310 -0.956 0.11 -0.73 -0.35
C 0.299 -1.001 0.300 -0.12 0.76 -0.53
O -0.464 -0.082 1.100 0.41 -0.15 0.27
C 0.317 0.960 1.646 -0.54 0.32 -0.54
N 1.670 -1.279 -1.721 -1.30 -0.15 0.64
H -1.050 0.757 -1.311 0.16 0.10 0.20
H -0.852 -0.745 -2.178 0.04 -0.03 -0.29
H 0.064 0.730 -2.672 -0.14 -0.14 -0.19
H 1.543 0.508 -0.739 -1.32 -0.37 0.18
H 1.107 -1.481 0.857 0.00 0.08 0.24
H -0.442 -1.756 0.038 0.20 -0.22 -0.23
H -0.298 1.469 2.391 0.07 -0.17 0.20
H 0.538 1.701 0.868 -0.02 -0.05 0.13
H 1.269 0.617 2.061 -0.39 -0.08 -0.12
H 2.649 -1.155 -1.508 0.16 -0.21 -0.40
H 1.455 -1.107 -2.689 0.66 -0.20 -0.22
C -1.017 5.867 0.996 0.06 -0.17 -0.26
C -1.531 4.575 0.398 -1.09 -0.33 -0.34
C -2.888 4.206 1.039 -0.35 -0.17 0.65
O -3.566 3.176 0.314 -0.01 0.29 0.11
C -4.906 3.490 -0.016 -0.49 0.14 -0.99
N -1.720 4.592 -1.065 -0.23 0.23 0.34
H -0.027 6.108 0.610 0.14 -0.17 0.25
H -1.009 5.691 2.074 0.28 0.45 0.07
H -1.632 6.738 0.759 -0.30 -0.17 0.10
H -0.827 3.776 0.639 0.06 -0.05 -0.13
H -3.551 5.074 1.113 0.15 0.20 -0.29
H -2.800 3.841 2.068 0.39 0.05 0.03
H -5.524 3.812 0.825 0.24 -0.02 0.19
H -5.375 2.626 -0.486 0.18 -0.27 0.35
H -4.946 4.245 -0.812 0.12 0.31 0.27
H -2.407 3.857 -1.226 0.28 -0.16 -0.32
H -2.229 5.432 -1.338 0.24 0.16 0.10
C 0.437 2.817 5.262 -0.63 -0.58 0.16
C 1.715 2.020 5.342 1.63 1.17 0.07
C 1.615 0.532 4.951 -1.43 1.82 -0.18
O 0.575 -0.116 5.643 0.80 -0.61 0.50
C 0.738 -0.288 7.052 -1.08 0.89 0.07
N 2.723 2.709 4.455 -0.35 -0.38 0.59
H 0.529 3.818 5.687 0.21 -0.13 0.27
H -0.263 2.229 5.860 -0.39 0.42 -0.17
H 0.037 2.984 4.259 0.11 -0.45 -0.11
H 2.077 2.201 6.364 -0.15 -0.73 0.18
H 2.602 0.063 4.963 -0.09 -0.38 0.26
H 1.204 0.613 3.940 0.49 -0.56 0.00
H 0.050 0.421 7.529 -0.02 -0.02 0.14
H 1.708 -0.025 7.472 0.35 -0.43 -0.42
H 0.379 -1.274 7.337 0.41 -0.20 -0.08
H 2.593 3.681 4.722 0.21 0.17 -0.53
H 3.669 2.505 4.778 -0.08 -0.14 -0.04
O 4.612 -2.732 -0.916 0.28 -0.07 0.18
H 4.628 -2.287 -0.052 -0.08 -0.08 -0.55
H 5.192 -2.188 -1.493 -0.36 0.09 0.23
O 3.353 0.147 -3.684 -0.22 0.26 -0.35
H 2.790 -0.064 -4.439 0.13 -0.04 0.03
H 2.889 0.859 -3.219 0.16 0.14 0.12
O 4.290 -0.356 0.750 1.13 -1.42 -2.18
H 3.490 0.175 0.851 0.88 -1.76 -0.41
H 4.892 0.205 0.247 0.04 -0.26 -0.09
O -3.875 0.470 -0.129 -0.07 0.45 -0.04
H -3.121 0.213 -0.670 0.03 -0.01 0.14
H -3.734 1.422 0.061 0.23 -0.83 0.01
O 2.641 1.711 -0.197 1.53 -0.22 2.41
H 3.003 1.282 0.613 -0.98 1.92 -0.53
H 2.245 2.529 0.121 -0.16 -0.01 0.11
O 0.171 3.998 -3.077 -0.11 0.06 0.05
H 0.397 3.080 -2.894 0.08 0.06 0.06
H -0.430 4.254 -2.340 0.20 -0.11 -0.22
O 3.426 0.801 2.303 -1.06 1.28 3.70
H 3.037 1.134 3.139 0.10 0.48 -0.74
H 3.772 -0.075 2.513 0.22 0.15 -0.04
O 2.701 2.741 -2.115 0.41 1.28 -1.54
H 2.838 3.520 -2.670 -0.27 -0.03 -0.22
H 3.328 2.844 -1.386 -0.10 -0.36 -0.47
```
Positions in Å, forces in eV/Å.

Calculated values
Energy above the lowest of the compared OMol25 structures with the same formula, charge and spin   469.13 kJ/mol
HOMO-LUMO gap   8.2 eV
Strongest force on any atom   4.1 eV/Å
Spin multiplicity   1
Charge   0